[1]
A single C7H6O molecule. Source: the OMol25 dataset; level of theory: the ωB97M-V functional and the def2-TZVPD basis.

Results
HOMO energy in hartree: -0.3157
SMILES string: C#CC(C#C)OC=C
2S+1: 1

Cartesian coordinates (Å):
C 2.457 -0.935 -0.657
C 1.477 -0.802 -0.070
C 0.176 -0.621 0.628
C -1.130 -1.132 -0.073
C -2.335 -1.415 -0.340
O 0.026 0.584 0.989
C 0.030 1.747 0.413
C -0.558 1.868 -0.981
H 3.605 -0.648 -0.851
H 0.205 -1.213 1.541
H -3.417 -1.480 -0.414
H 0.055 2.588 1.347
H -0.596 1.027 -1.554
H -0.764 2.793 -1.501


[2]
9 unconnected molecules or ions with the total composition C42H102I2N5O9. Source: the OMol25 dataset; level of theory: the ωB97M-V functional and the def2-TZVPD basis.

Results
HOMO energy in hartree: -0.4091
Net charge: +1
2S+1: 1

Cartesian coordinates (Å):
C -0.705 -2.634 1.984
C -1.587 -1.741 1.559
C -1.183 -0.355 1.136
N -0.176 0.255 2.015
C -0.707 0.843 3.272
C -0.446 -0.069 4.463
C -0.904 0.587 5.768
C -0.132 1.850 6.115
C 1.308 1.583 6.540
N 2.163 2.781 6.358
C 0.703 1.114 1.371
N 0.427 2.367 0.830
C 0.635 3.530 1.714
C 1.447 4.670 1.110
C -0.633 3.989 2.506
C -0.972 5.476 2.467
C -0.202 6.283 3.525
C -0.251 2.401 -0.456
I -1.537 4.082 -0.839
C 0.603 2.227 -1.739
C 1.744 3.200 -1.916
I 1.185 0.173 -2.044
N 1.935 0.708 1.352
O 2.911 1.475 0.792
C 2.411 -0.587 1.888
N 3.786 -0.424 2.329
H 0.266 -2.785 1.534
H -0.953 -3.209 2.863
H -2.624 -2.045 1.516
H -0.794 -0.406 0.118
H -2.088 0.249 1.091
H -0.117 1.719 3.475
H -1.765 1.076 3.199
H 0.628 -0.185 4.554
H -0.900 -1.039 4.324
H -0.676 -0.139 6.544
H -1.979 0.736 5.753
H -0.110 2.576 5.302
H -0.629 2.313 6.959
H 1.744 0.777 5.952
H 1.337 1.337 7.593
H 3.018 2.529 5.876
H 1.703 3.458 5.758
H 1.292 3.163 2.508
H 0.883 5.322 0.460
H 1.802 5.271 1.937
H 2.335 4.282 0.630
H -1.489 3.452 2.111
H -0.555 3.710 3.552
H -0.913 5.921 1.483
H -2.013 5.556 2.758
H 0.765 5.853 3.761
H -0.141 7.333 3.270
H -0.778 6.235 4.442
H -0.932 1.565 -0.493
H -0.093 2.423 -2.538
H 1.992 3.224 -2.973
H 2.651 2.924 -1.398
H 1.436 4.208 -1.675
H 3.040 2.238 1.382
H 1.824 -0.909 2.728
H 2.363 -1.334 1.102
H 4.436 -0.548 1.566
H 3.985 -1.064 3.084
C -3.685 5.846 7.501
C -3.475 4.347 7.646
C -4.367 3.760 8.729
O -2.102 4.073 7.941
H -3.434 6.359 8.433
H -3.036 6.252 6.723
H -4.719 6.079 7.247
H -3.685 3.855 6.694
H -4.138 4.210 9.699
H -4.203 2.687 8.825
H -5.421 3.934 8.508
H -1.891 4.496 8.781
C 2.649 1.934 -7.667
C 2.025 3.103 -6.924
C 3.069 3.909 -6.165
O 1.027 2.621 -6.020
H 3.130 1.247 -6.963
H 1.890 1.365 -8.200
H 3.396 2.268 -8.388
H 1.507 3.752 -7.631
H 3.566 3.281 -5.419
H 2.601 4.740 -5.634
H 3.827 4.310 -6.838
H 1.468 2.045 -5.386
C -4.461 -4.602 2.567
C -5.385 -3.644 1.833
C -6.807 -4.176 1.769
O -4.884 -3.420 0.509
H -4.412 -5.566 2.052
H -3.444 -4.206 2.593
H -4.792 -4.778 3.591
H -5.381 -2.673 2.332
H -6.836 -5.127 1.232
H -7.452 -3.479 1.233
H -7.217 -4.331 2.768
H -4.882 -4.269 0.052
C 5.468 -1.629 -10.140
C 4.655 -0.951 -9.049
C 4.312 -1.922 -7.929
O 3.457 -0.403 -9.600
H 4.899 -2.448 -10.590
H 5.701 -0.922 -10.938
H 6.403 -2.031 -9.746
H 5.219 -0.109 -8.644
H 3.707 -2.750 -8.307
H 3.724 -1.425 -7.157
H 5.215 -2.332 -7.473
H 2.942 -1.132 -9.966
C -0.663 -0.685 -6.002
C -0.435 -2.188 -6.054
C -1.091 -2.889 -4.875
O 0.969 -2.464 -6.075
H -0.224 -0.272 -5.090
H -0.182 -0.191 -6.847
H -1.726 -0.441 -6.015
H -0.836 -2.586 -6.987
H -0.663 -2.532 -3.932
H -0.916 -3.964 -4.923
H -2.165 -2.717 -4.854
H 1.345 -2.118 -5.258
C -5.084 -5.712 -5.695
C -5.204 -4.787 -4.494
C -6.647 -4.369 -4.256
O -4.384 -3.631 -4.682
H -5.424 -5.206 -6.603
H -4.044 -6.000 -5.854
H -5.679 -6.616 -5.561
H -4.818 -5.290 -3.606
H -7.035 -3.822 -5.120
H -6.716 -3.704 -3.394
H -7.287 -5.235 -4.080
H -4.707 -3.168 -5.465
C -1.747 -0.785 9.653
C -2.785 -0.029 10.468
C -3.343 -0.888 11.592
O -3.845 0.414 9.619
H -2.194 -1.668 9.188
H -1.361 -0.153 8.852
H -0.912 -1.108 10.276
H -2.335 0.872 10.885
H -3.839 -1.775 11.187
H -4.086 -0.333 12.164
H -2.554 -1.214 12.271
H -4.265 -0.365 9.236
C 7.357 -4.695 -6.020
C 8.241 -4.444 -7.232
C 9.652 -4.965 -7.007
O 8.278 -3.045 -7.521
H 7.752 -4.176 -5.142
H 6.350 -4.313 -6.196
H 7.290 -5.760 -5.790
H 7.809 -4.927 -8.108
H 10.117 -4.456 -6.158
H 10.274 -4.772 -7.882
H 9.653 -6.037 -6.810
H 8.659 -2.598 -6.757


[3]
5 unconnected molecules or ions with the total composition C38H74ClN3O23S2. Source: the OMol25 dataset; level of theory: the ωB97M-V functional and the def2-TZVPD basis.

Results
HOMO energy in hartree: -0.3390
SMILES string: CCCCO[C@]1(CCC(=O)O)OS(=O)(=O)[C@](O)(CC(N)(N)N)[C@](CC(=O)Cl)(OCCOCC)[C@]1(S)OCCC.CCOC(=O)OC.CCOC(=O)OC.CCOC(=O)OC.CCOC(=O)OC
2S+1: 1

Cartesian coordinates (Å):
C 3.180 -6.659 2.314
C 1.772 -6.339 1.819
C 1.327 -4.918 2.151
C 2.062 -3.884 1.325
O 1.374 -2.632 1.435
C 2.052 -1.433 1.595
C 2.778 -1.365 2.938
C 1.876 -1.060 4.139
C 0.807 -2.088 4.340
O 1.015 -3.165 4.864
O -0.408 -1.695 3.909
O 1.011 -0.434 1.677
S -0.070 -0.323 0.524
O -1.001 -1.410 0.561
O -0.569 1.011 0.695
C 0.883 -0.340 -1.080
O 1.024 0.995 -1.461
C -0.020 -1.031 -2.109
C -1.151 -0.233 -2.810
N -2.047 -1.229 -3.439
N -1.991 0.555 -1.952
N -0.602 0.596 -3.875
C 2.294 -1.109 -0.986
C 3.133 -0.450 -2.082
C 4.607 -0.672 -2.353
O 5.310 0.268 -2.666
Cl 5.349 -2.275 -2.352
O 1.976 -2.482 -1.143
C 2.438 -3.299 -2.210
C 1.370 -4.231 -2.718
O 0.898 -5.104 -1.725
C -0.515 -5.248 -1.730
C -0.939 -6.029 -0.508
C 2.965 -0.960 0.412
S 3.206 0.856 0.775
O 4.140 -1.721 0.443
C 5.393 -1.122 0.749
C 6.526 -2.151 0.759
C 6.106 -3.561 1.091
H 3.933 -6.352 1.603
H 3.375 -6.197 3.277
H 3.304 -7.731 2.438
H 1.076 -7.032 2.278
H 1.750 -6.476 0.740
H 1.532 -4.743 3.203
H 0.257 -4.811 2.005
H 3.088 -3.820 1.656
H 2.094 -4.191 0.283
H 3.264 -2.310 3.143
H 3.541 -0.599 2.925
H 2.525 -1.141 5.006
H 1.492 -0.049 4.126
H -0.889 -2.478 3.614
H 1.185 1.556 -0.694
H -0.400 -1.948 -1.694
H 0.657 -1.325 -2.909
H -1.514 -1.979 -3.856
H -2.683 -1.616 -2.754
H -1.539 1.403 -1.655
H -2.330 0.041 -1.156
H -0.888 1.556 -3.724
H 0.406 0.617 -3.810
H 3.068 0.620 -1.973
H 2.644 -0.656 -3.034
H 2.770 -2.745 -3.083
H 3.261 -3.899 -1.839
H 0.558 -3.671 -3.175
H 1.841 -4.805 -3.522
H -0.971 -4.260 -1.721
H -0.828 -5.764 -2.639
H -0.116 -6.664 -0.204
H -1.815 -6.632 -0.717
H -1.168 -5.343 0.293
H 4.182 1.100 -0.101
H 5.362 -0.634 1.718
H 5.647 -0.358 0.017
H 7.062 -2.113 -0.182
H 7.226 -1.824 1.523
H 5.391 -3.953 0.379
H 6.978 -4.209 1.056
H 5.710 -3.626 2.098
C -3.646 6.647 -3.804
C -2.712 7.376 -2.863
O -2.740 6.813 -1.542
C -2.033 5.700 -1.385
O -1.351 5.167 -2.223
O -2.183 5.283 -0.131
C -1.500 4.062 0.157
H -4.654 6.619 -3.390
H -3.676 7.154 -4.768
H -3.317 5.622 -3.964
H -3.029 8.409 -2.737
H -1.689 7.380 -3.237
H -0.450 4.139 -0.118
H -1.965 3.236 -0.376
H -1.586 3.892 1.225
C -4.321 1.385 8.269
C -3.613 2.454 7.467
O -2.698 1.891 6.515
C -3.258 1.420 5.401
O -4.428 1.465 5.127
O -2.296 0.916 4.639
C -2.748 0.337 3.410
H -3.596 0.721 8.740
H -4.933 1.843 9.046
H -4.967 0.784 7.631
H -2.994 3.073 8.113
H -4.321 3.102 6.952
H -3.364 1.040 2.854
H -3.314 -0.573 3.609
H -1.860 0.100 2.841
C -3.845 -2.921 0.369
C -3.772 -3.691 1.668
O -5.054 -3.803 2.304
C -5.850 -4.741 1.800
O -5.574 -5.504 0.913
O -7.001 -4.709 2.467
C -7.977 -5.647 2.007
H -4.307 -1.947 0.540
H -2.848 -2.766 -0.033
H -4.446 -3.452 -0.370
H -3.150 -3.160 2.387
H -3.353 -4.685 1.527
H -7.565 -6.653 1.979
H -8.335 -5.367 1.018
H -8.793 -5.601 2.721
C 2.276 8.086 -4.666
C 2.071 8.521 -6.100
O 1.031 9.506 -6.215
C 1.384 10.745 -5.886
O 2.479 11.107 -5.548
O 0.315 11.528 -6.021
C 0.536 12.895 -5.667
H 1.335 7.745 -4.235
H 2.997 7.271 -4.618
H 2.648 8.909 -4.058
H 1.730 7.687 -6.710
H 2.990 8.908 -6.538
H 1.393 13.300 -6.200
H 0.693 12.988 -4.594
H -0.365 13.427 -5.955


[4]
A single C6H11NO molecule. Source: the OMol25 dataset; level of theory: the ωB97M-V functional and the def2-TZVPD basis.

Results
HOMO energy in hartree: -0.3005
2S+1: 1

Cartesian coordinates (Å):
C -1.287 0.057 0.231
C -2.136 -0.352 -0.968
C -0.707 -1.174 0.925
C 0.725 0.318 -1.206
C 2.722 0.781 0.085
C -0.146 0.995 -0.197
O 1.981 0.229 -0.952
N 3.508 0.150 0.813
H -1.917 0.596 0.949
H 3.507 -0.862 0.687
H 2.682 1.867 0.149
H -1.508 -0.768 -1.746
H -0.068 -0.886 1.760
H -2.871 -1.100 -0.671
H -2.670 0.505 -1.373
H -0.119 -1.760 0.218
H -1.508 -1.802 1.313
H 0.392 1.343 0.696
H -0.580 1.863 -0.712


- Look up the 2S+1 of the third one.
  1